Formula: CH5O2
Source: the Open Molecules 2025 dataset
Level of theory: ωB97M-V/def2-TZVPD

```
! RIJCOSX wB97M-V def2-TZVPD def2/J DEFGRID3
* xyz 0 2
O -0.022 2.558 0.183
H -0.964 2.795 0.141
O 0.170 -0.223 -0.707
H 0.038 1.482 -0.140
C 0.183 -1.386 0.015
H 0.310 -2.199 -0.733
H 1.050 -1.453 0.695
H -0.765 -1.573 0.546
*
```

Summary:
Max |F| (eV/Å): 4.78
ΔE to the lowest compared entry with this formula, charge and spin (eV): 0.694
Lowest unoccupied orbital energy (alpha / beta) (eV): 0.8 / -2.3
Orbital gap (alpha / beta) (eV): 11.7 / 8.5